(1)
Density functional theory data (the ωB97M-V functional and the def2-TZVPD basis) for a 3-piece molecular cluster, C4H17N3O2 overall in a non-equilibrium geometry.

Structure (ORCA input):
```
! wB97M-V def2-TZVPD RIJCOSX def2/J DEFGRID3
* xyz 0 1
C 0.47028 0.32727 1.55634
C 0.70592 -1.18610 1.79264
C 0.33265 -2.06341 0.56664
N 1.05345 -1.76617 -0.67956
N -0.96742 0.63275 1.31565
C -1.16685 1.89877 0.62170
N -0.86588 1.79501 -0.84817
H 1.18844 0.67188 0.75012
H 0.76417 0.88905 2.47093
H 0.10357 -1.50121 2.65872
H 1.73322 -1.34199 2.04294
H -0.78394 -1.94955 0.38581
H 0.43895 -3.16862 0.85499
H 1.94625 -2.20092 -0.66992
H 1.18163 -0.73810 -0.81637
H -1.44263 -0.08823 0.79036
H -2.23615 2.17829 0.78320
H -0.53540 2.67491 1.06647
H -1.20213 2.64889 -1.39190
H -1.19686 0.91733 -1.25601
H 0.98149 1.46956 -1.22618
H 2.47343 1.97197 -1.24254
O 1.94264 1.18070 -1.36189
H -1.72258 -1.08381 -2.84020
H -0.79147 -1.43968 -1.74160
O -1.62926 -0.98073 -1.93288
*
```

Computed properties:
Highest occupied orbital energy ... -8.84 eV
Gap between HOMO and LUMO ... 9.72 eV
SMILES string ... NCCCNCN.O.O
Energy above the lowest of the compared OMol25 structures with the same formula, charge and spin ... 10.1 kJ/mol
Electronic energy ... -477.33770 a.u.

=====

(2)
Density functional theory data (the ωB97M-V functional and the def2-TZVPD basis) for an isolated ion of composition C10H14N3 and charge +1 in a non-equilibrium geometry.

Structure (ORCA input):
```
! wB97M-V def2-TZVPD RIJCOSX def2/J DEFGRID3
* xyz 1 1
C 2.85149 1.43169 0.15740
C 3.02545 0.24789 -0.43314
C 1.43140 1.55939 0.47020
C 1.80009 -0.34888 -0.70815
C 0.52043 -1.83476 1.34391
C 1.76101 -1.81819 -0.72245
C -1.37901 1.08182 0.63207
C -2.68233 0.32619 0.27729
C -1.14098 -0.85771 -0.94605
C -0.41119 0.12501 0.04269
N 1.36052 -2.19144 0.62142
N 0.83072 0.45138 -0.11233
N -2.50835 -0.26392 -1.02711
H 3.61466 2.15153 0.24827
H 4.07782 -0.18763 -0.63015
H 1.25461 1.70601 1.62259
H 0.25632 -1.97940 2.45714
H 1.17802 -2.43257 -1.38111
H 2.87348 -1.97755 -0.90632
H -1.27686 1.90554 -0.04894
H -1.10689 1.25680 1.69749
H -2.88332 -0.50977 0.95494
H -3.46931 1.05966 0.26046
H -0.57668 -0.74720 -1.88002
H -1.03872 -1.99884 -0.69955
H -3.10342 -1.00436 -1.29040
H 0.93084 2.38582 -0.03308
*
```

Computed properties:
Highest occupied orbital energy (spin up / spin down) ... -11.33 / -11.35 eV
Gap between HOMO and LUMO (spin up / spin down) ... 6.74 / 6.79 eV
Energy above the lowest of the compared OMol25 structures with the same formula, charge and spin ... 559.6 kJ/mol
Electronic energy ... -553.28362 a.u.

=====

(3)
Density functional theory data (the ωB97M-V functional and the def2-TZVPD basis) for C6H12S as an isolated structure in a non-equilibrium geometry.

Structure (ORCA input):
```
! wB97M-V def2-TZVPD RIJCOSX def2/J DEFGRID3
* xyz 0 1
C 1.65270 1.13189 0.59538
C 1.07872 0.16965 -0.15211
C 1.66328 -0.35349 -1.35918
C -0.40077 -2.19309 0.15840
C -2.02043 1.74124 0.43191
C -0.50863 -0.70988 0.49600
S -1.84508 0.19184 -0.34855
H 1.14132 1.56010 1.46917
H 2.51052 1.67276 0.27892
H 2.43355 0.08129 -1.80876
H 1.92252 -1.38081 -1.32169
H 0.93942 -0.13600 -2.10000
H -0.08163 -2.24720 -0.92123
H 0.03561 -2.81649 0.83337
H -1.44016 -2.54695 0.21896
H -3.00324 2.27072 0.27307
H -1.33914 2.47263 0.17682
H -2.09093 1.73756 1.56161
H -0.64763 -0.64579 1.51791
*
```

Computed properties:
Highest occupied orbital energy ... -8.25 eV
Gap between HOMO and LUMO ... 9.23 eV
Energy above the lowest of the compared OMol25 structures with the same formula, charge and spin ... 280.3 kJ/mol
Electronic energy ... -633.87791 a.u.

=====

(4)
Density functional theory data (the ωB97M-V functional and the def2-TZVPD basis) for one molecule with the formula C4H7NS in a non-equilibrium geometry.

Structure (ORCA input):
```
! wB97M-V def2-TZVPD RIJCOSX def2/J DEFGRID3
* xyz 0 1
C 0.14883 0.65408 -0.18813
C -1.21191 0.82909 0.41451
C -2.29158 0.04513 -0.39211
C -3.23956 -0.79304 0.01546
H 2.98805 -1.04293 0.87191
H 0.48641 1.18892 -1.08400
H -1.20157 0.46489 1.43008
H -1.48551 1.89253 0.45855
H -2.25457 0.32601 -1.44142
H -3.91516 -1.20782 -0.69349
H -3.36302 -1.18140 1.03927
N 0.97168 -0.10374 0.43045
S 2.59431 -0.25784 -0.16827
*
```

Computed properties:
Highest occupied orbital energy ... -8.96 eV
Gap between HOMO and LUMO ... 9.94 eV
SMILES string ... C=CC/C=N/S
Energy above the lowest of the compared OMol25 structures with the same formula, charge and spin ... 181.2 kJ/mol
Electronic energy ... -609.48948 a.u.

=====

(5)
Density functional theory data (the ωB97M-V functional and the def2-TZVPD basis) for one molecule with the formula C4H6N2 in a non-equilibrium geometry.

Structure (ORCA input):
```
! wB97M-V def2-TZVPD RIJCOSX def2/J DEFGRID3
* xyz 0 1
C 0.81576 -0.87481 -0.71580
C 0.18413 -0.54784 0.58393
N 0.38201 0.64711 1.36695
C -0.90327 0.47713 0.64218
C -1.21882 1.39423 -0.44585
N -1.45176 2.09738 -1.33957
H 0.69530 -0.03113 -1.39959
H 1.86583 -1.09896 -0.55629
H 0.33145 -1.75043 -1.16945
H 0.00156 -1.39506 1.25929
H 0.95320 1.25749 0.77911
H -1.65540 -0.17510 0.99509
*
```

Computed properties:
Highest occupied orbital energy ... -9.81 eV
Gap between HOMO and LUMO ... 10.73 eV
SMILES string ... C[C@H]1N[C@H]1C#N
Energy above the lowest of the compared OMol25 structures with the same formula, charge and spin ... 220.9 kJ/mol
Electronic energy ... -265.45142 a.u.

=====

(6)
Density functional theory data (the ωB97M-V functional and the def2-TZVPD basis) for a 2-piece molecular cluster, C3H4O2 overall in a non-equilibrium geometry.

Structure (ORCA input):
```
! wB97M-V def2-TZVPD RIJCOSX def2/J DEFGRID3
* xyz 0 1
C 0.14217 0.48616 1.38383
C -1.14587 0.22559 1.27544
O -2.29108 -0.01879 1.22190
C 0.49961 -0.50583 -1.71442
O 0.98621 0.59917 -1.62507
H 0.23221 -1.09204 -0.82421
H 0.54389 0.44847 2.38881
H 0.74215 0.80085 0.53328
H 0.29257 -0.96046 -2.69978
*
```

Computed properties:
Highest occupied orbital energy ... -9.29 eV
Gap between HOMO and LUMO ... 9.81 eV
SMILES string ... C=C=O.C=O
Energy above the lowest of the compared OMol25 structures with the same formula, charge and spin ... 183.8 kJ/mol
Electronic energy ... -267.12278 a.u.

=====

(7)
Density functional theory data (the ωB97M-V functional and the def2-TZVPD basis) for C29H28BrIMnNOS2Si as an isolated structure.

Structure (ORCA input):
```
! wB97M-V def2-TZVPD RIJCOSX def2/J DEFGRID3
* xyz -1 6
Mn 0.84844 0.53348 1.01052
S 3.34645 1.20237 1.07823
C 2.52306 2.67861 1.20766
N 1.20871 2.71122 1.21861
C 0.70785 3.99807 1.29545
C -0.64054 4.34936 1.30675
C -0.97647 5.68830 1.39193
C 0.00579 6.67771 1.46718
C 1.34879 6.33916 1.45596
C 1.69103 4.99672 1.36844
S 3.26983 4.26042 1.31971
H -1.39216 3.57348 1.24365
H -2.02117 5.97269 1.39898
H -0.28203 7.71925 1.53289
H 2.11329 7.10370 1.51183
C 5.18302 -0.03247 -3.44229
C 4.22699 0.85160 -3.91542
C 2.97145 0.90065 -3.31944
C 2.64904 0.07823 -2.24142
C 3.63143 -0.79908 -1.77472
C 4.88081 -0.86135 -2.36738
Si 0.92372 0.11812 -1.48097
C 0.16961 -1.58571 -1.78646
C -0.54552 -1.85915 -2.95391
C -1.06581 -3.12353 -3.19971
C -0.88368 -4.14120 -2.27337
C -0.17896 -3.88663 -1.10456
C 0.34070 -2.62220 -0.86689
H 6.16308 -0.07405 -3.90193
H 4.45576 1.50565 -4.74845
H 2.23273 1.59757 -3.70064
H 3.41768 -1.43617 -0.92249
H 5.62655 -1.54787 -1.98536
H 0.17006 1.11446 -2.28854
H -0.70530 -1.07155 -3.68261
H -1.61944 -3.31150 -4.11241
H -1.29535 -5.12609 -2.45768
H -0.04182 -4.67068 -0.36953
H 0.86291 -2.43098 0.06636
C 1.11979 -2.93219 3.14088
C 0.79185 -1.48471 3.52401
C 1.64887 -1.06764 4.72462
C -0.69208 -1.37552 3.88478
O 1.09611 -0.66031 2.45508
H 0.94210 -3.62488 3.96822
H 2.16810 -3.00033 2.84242
H 0.49652 -3.23734 2.29669
H 1.47612 -1.70820 5.59438
H 1.41531 -0.03626 4.99609
H 2.70454 -1.11325 4.45087
H -0.94516 -2.00754 4.74157
H -1.30717 -1.66930 3.03293
H -0.93682 -0.33976 4.12803
Br -5.93222 1.70906 0.41810
C -5.63794 0.13741 -0.60483
C -6.71276 -0.53612 -1.17871
C -6.46861 -1.68338 -1.92193
C -5.17349 -2.16022 -2.09315
C -4.09749 -1.48761 -1.51785
C -4.38399 -0.35701 -0.79969
I -1.79260 0.52332 0.64273
H -7.72029 -0.16444 -1.04144
H -7.30205 -2.21079 -2.36840
H -4.99628 -3.06030 -2.66986
H -3.08088 -1.84328 -1.62353
*
```

Computed properties:
Highest occupied orbital energy (spin up / spin down) ... -4.90 / -5.05 eV
Expectation value of S² ... 9.181
Gap between HOMO and LUMO (spin up / spin down) ... 6.52 / 7.02 eV
Energy above the lowest of the compared OMol25 structures with the same formula, charge and spin ... 48.4 kJ/mol
Electronic energy ... -6360.55344 a.u.